Record 1
Entry from the OMol25 dataset: 2 unconnected molecules or ions with the total composition C4H7F (wB97M-V/def2-TZVPD).

The lowest unoccupied orbital energy is 1.137 eV. As for the energy relative to the best compared isomer or geometry (same formula, charge and spin): 25.74 kcal/mol. The calculation puts the total energy at -6977.077 eV. The calculation puts the highest occupied orbital energy at -10.13 eV. The frontier orbital gap is 0.414 Eh.

Atoms and positions in Å:
C -2.7111 1.0174 -0.1142
C -2.1600 -0.0867 0.3382
C 2.9288 -0.7089 0.2257
C 1.9536 -0.1057 -0.4203
F -2.4640 -1.2928 -0.1645
H -3.4320 1.0012 -0.9107
H -2.4471 1.9680 0.3086
H -1.4335 -0.1631 1.1343
H 3.7775 -1.1290 -0.2897
H 2.9275 -0.8148 1.2981
H 1.1022 0.3179 0.0876
H 1.9582 -0.0034 -1.4932

Forces on atoms 1 to 3 (eV/Å):
C 0.0 -0.1 0.0
C 0.0 0.1 0.1
C 0.2 -0.1 0.1

***

Record 2
Entry from the OMol25 dataset: a molecular structure, C4H7F (wB97M-V/def2-TZVPD).

The lowest unoccupied orbital energy is 1.201 eV. As for the energy relative to the best compared isomer or geometry (same formula, charge and spin): 14.34 kcal/mol. The calculation puts the total energy at -6977.571 eV. The calculation puts the highest occupied orbital energy at -11.10 eV. The frontier orbital gap is 0.452 Eh.

Atoms and positions in Å:
C -0.7623 -0.0548 -0.6469
C 0.0028 -1.0000 0.1822
C 0.6191 0.1230 0.9031
C 0.1304 0.9898 -0.2135
H -1.7581 0.0605 -0.3811
H 0.6223 -1.6381 -0.4836
H -0.4772 -1.7956 0.6757
H 1.7072 0.1297 1.1133
H 0.1001 0.3915 1.8833
H 0.9783 1.1126 -0.8882
H -0.2975 1.9589 -0.1181
F -0.8650 -0.2775 -2.0260

Forces on atoms 1 to 3 (eV/Å):
C -0.9 -1.0 -2.0
C 0.8 -3.7 -1.4
C 0.8 1.4 3.5

***

Record 3
Entry from the OMol25 dataset: C4H7F2N in the gas phase (wB97M-V/def2-TZVPD).

The lowest unoccupied orbital energy is 0.903 eV. As for the energy relative to the best compared isomer or geometry (same formula, charge and spin): 52.83 kcal/mol. The calculation puts the total energy at -11183.608 eV. The calculation puts the highest occupied orbital energy at -9.55 eV. The frontier orbital gap is 0.384 Eh.

Atoms and positions in Å:
C -0.1149 -0.6498 0.3508
C 1.4018 -0.1665 0.4242
C -1.0391 0.3728 -0.0365
C -0.6265 1.7130 -0.1469
H -0.0749 -1.3984 -1.3608
H -1.1561 -2.0958 -0.5380
H -0.5445 -0.8553 1.2303
H 1.6128 0.6176 1.1099
H 2.0397 -0.9257 0.7075
H 0.3502 2.1288 -0.0477
H -1.2581 2.5555 -0.2438
N -0.1493 -1.7074 -0.4253
F 1.9489 0.4408 -0.7495
F -2.3900 -0.0296 -0.2741

Forces on atoms 1 to 3 (eV/Å):
C 2.8 4.2 0.2
C -1.3 2.3 -0.3
C -0.5 7.1 -1.7

***

Record 4
Entry from the OMol25 dataset: 2 unconnected molecules or ions with the total composition C4H7F2N (wB97M-V/def2-TZVPD).

The lowest unoccupied orbital energy is 0.426 eV. As for the energy relative to the best compared isomer or geometry (same formula, charge and spin): 68.62 kcal/mol. The calculation puts the total energy at -11182.923 eV. The calculation puts the highest occupied orbital energy at -8.25 eV. The frontier orbital gap is 0.319 Eh.

Atoms and positions in Å:
C -0.3079 -0.9975 0.2802
C -0.4482 0.3299 0.3419
C 1.4035 -1.9756 -0.9397
C -1.3261 1.1225 -0.6407
N 0.1595 1.1935 1.2738
F 1.9942 -2.6978 -0.0071
F 2.3179 -0.9470 -1.0902
H 0.2650 -1.6377 0.9534
H -0.9096 -1.3803 -0.5011
H -2.2046 0.6537 -0.8032
H -0.6660 1.1628 -1.6179
H -1.3597 2.1074 -0.1674
H 0.2081 2.0993 0.9787
H 0.8741 0.9670 1.9392

Forces on atoms 1 to 3 (eV/Å):
C -0.1 0.3 0.4
C 0.7 1.1 1.1
C 2.1 1.0 -0.6

***

Record 5
Entry from the OMol25 dataset: C4H7F2N in the gas phase (wB97M-V/def2-TZVPD).

The lowest unoccupied orbital energy is 1.047 eV. As for the energy relative to the best compared isomer or geometry (same formula, charge and spin): 14.50 kcal/mol. The calculation puts the total energy at -11185.270 eV. The calculation puts the highest occupied orbital energy at -10.72 eV. The frontier orbital gap is 0.432 Eh.

Atoms and positions in Å:
C 0.2287 0.9415 -1.0774
C -1.1691 -0.6673 0.7317
C 0.3001 -0.4020 1.0610
C 1.1596 0.0468 -0.0993
N -0.0469 0.6283 -2.1889
F -0.0902 1.9639 -0.2825
F 1.7199 -1.0505 -0.5969
H -1.3268 -0.3258 -0.3162
H -1.9737 -0.3525 1.3998
H -1.2402 -1.8155 0.6364
H 0.2990 0.4136 1.8525
H 0.7872 -1.3398 1.4310
H 2.0349 0.7175 0.2320
H -0.6824 1.2417 -2.7831

Forces on atoms 1 to 3 (eV/Å):
C 3.9 -1.8 5.2
C 0.1 -2.8 -1.8
C -0.3 1.0 2.4

***

Record 6
Entry from the OMol25 dataset: C4H7F3 in the gas phase (wB97M-V/def2-TZVPD).

The lowest unoccupied orbital energy is 1.024 eV. As for the energy relative to the best compared isomer or geometry (same formula, charge and spin): 0.00 kcal/mol. The calculation puts the total energy at -12414.682 eV. The calculation puts the highest occupied orbital energy at -12.05 eV. The frontier orbital gap is 0.480 Eh.

Atoms and positions in Å:
F -1.1836 -0.7077 1.6432
F -2.4177 -0.1292 -0.0479
F -1.4778 1.3565 1.2004
C -0.7354 0.2887 -2.6101
C -1.2962 0.1672 0.6359
C 0.0337 0.9443 -1.4856
C 0.0017 0.1562 -0.1978
H -0.5735 0.8056 -3.5757
H -0.3278 -0.7331 -2.7282
H -1.7960 0.2406 -2.4364
H 1.0836 1.0298 -1.7770
H -0.3742 1.9525 -1.2855
H 0.2686 -0.8898 -0.3960
H 0.7980 0.5679 0.4320

Forces on atoms 1 to 3 (eV/Å):
F -0.2 -0.4 0.2
F 0.2 -0.1 0.0
F -0.3 0.8 0.1